1.
This record from the Open Molecules 2025 dataset describes the molecule C4H8OS in a non-equilibrium geometry. The level of theory is the ωB97M-V functional and the def2-TZVPD basis.

Each line ends with the natural charge from an NBO analysis.
Cartesian coordinates (Å):
C 0.101 1.098 0.383  0.16
C 2.117 -0.075 -0.557  -0.12
C -1.812 -0.380 -0.173  -0.60
C -1.218 0.709 0.739  -0.49
O 1.009 0.145 0.118  -0.43
S 2.803 -1.675 -0.368  -0.05
H 0.488 2.104 0.451  0.16
H 2.947 0.611 -0.458  0.15
H -1.470 -0.223 -1.208  0.21
H -2.871 -0.374 -0.158  0.21
H -1.477 -1.353 0.105  0.21
H -0.955 0.160 1.685  0.22
H -1.938 1.513 0.923  0.24
H 2.277 -2.259 -1.480  0.12

- E_LUMO (alpha / beta) (eV) = 0.226 / 0.557
- HOMO (alpha / beta) (eV) = -7.33 / -7.76


2.
This record from the Open Molecules 2025 dataset describes a cluster of 2 separate species, CHFIPS in total in a non-equilibrium geometry. The level of theory is the ωB97M-V functional and the def2-TZVPD basis.

Each line ends with the natural charge from an NBO analysis.
Cartesian coordinates (Å):
C 0.963 -0.886 0.082  0.14
F 0.570 -1.286 1.336  -0.34
P -0.560 1.361 -0.836  0.24
S 2.019 -1.669 -0.788  0.10
I -2.879 0.903 -0.223  -0.08
H -0.112 1.577 0.430  -0.06

- E_LUMO (alpha / beta) (eV) = -1.658 / -1.782
- HOMO (alpha / beta) (eV) = -9.13 / -8.53


3.
This record from the Open Molecules 2025 dataset describes a cluster of 3 separate species, C7H14 in total. The level of theory is the ωB97M-V functional and the def2-TZVPD basis.

Each line ends with the natural charge from an NBO analysis.
Cartesian coordinates (Å):
C 0.548 -2.405 -0.383  -0.42
C 0.981 -1.535 -1.290  -0.16
C 0.272 -1.227 -2.577  -0.65
C 0.251 1.492 -0.439  -0.40
C -0.338 1.618 0.733  0.02
C -0.284 2.081 2.121  -0.45
C -1.564 1.489 1.523  -0.45
H 0.220 -0.947 1.524  0.02
H -0.405 -2.920 -0.495  0.19
H 1.128 -2.639 0.505  0.20
H 1.933 -1.029 -1.123  0.20
H 0.714 -1.805 -3.397  0.22
H -0.791 -1.483 -2.517  0.21
H 0.357 -0.171 -2.853  0.21
H 1.288 1.782 -0.593  0.20
H -0.293 1.095 -1.290  0.20
H 0.237 -0.698 2.225  -0.03
H 0.247 1.489 2.863  0.22
H -0.248 3.153 2.295  0.22
H -2.392 2.157 1.302  0.22
H -1.861 0.501 1.869  0.22

- E_LUMO (eV) = 1.219
- SMILES string = C=C1CC1.[H][H].C=CC
- HOMO (eV) = -9.33


4.
This record from the Open Molecules 2025 dataset describes a cluster of 5 separate species, C22H53Cl4O12P3 in total in a non-equilibrium geometry. The level of theory is the ωB97M-V functional and the def2-TZVPD basis.

Each line ends with the Löwdin charge.
Cartesian coordinates (Å):
Cl -20.910 23.440 7.040  0.51
C -22.347 22.456 7.560  -0.62
C -21.999 21.764 8.867  -0.65
Cl -20.947 20.338 8.590  0.54
H -22.559 21.793 6.721  0.06
H -23.208 23.105 7.720  0.07
H -22.925 21.473 9.363  0.07
H -21.468 22.476 9.499  0.06
Cl -15.193 21.058 8.016  0.62
C -16.031 20.108 9.196  -0.72
C -17.466 20.549 9.471  -0.63
Cl -18.345 19.416 10.575  0.51
H -15.403 20.161 10.085  0.04
H -15.931 19.064 8.899  0.06
H -17.985 20.603 8.514  0.03
H -17.483 21.547 9.910  0.07
C -16.610 12.217 5.754  -0.06
C -16.952 13.703 5.778  -0.27
O -16.457 14.417 4.630  -0.16
P -15.564 15.703 4.762  0.44
O -15.238 16.382 3.481  -0.24
O -14.300 15.232 5.651  -0.21
C -13.229 16.147 5.813  -0.25
C -12.406 15.381 6.903  -0.05
O -16.381 16.638 5.828  -0.21
C -17.651 17.246 5.521  -0.26
C -17.802 18.555 6.230  -0.07
H -15.526 12.109 5.777  0.08
H -17.150 11.737 6.571  0.08
H -17.066 11.762 4.875  0.08
H -17.997 13.947 5.967  0.12
H -16.458 14.112 6.659  0.10
H -12.641 16.163 4.895  0.12
H -13.554 17.155 6.069  0.11
H -13.078 15.206 7.743  0.07
H -11.958 14.447 6.562  0.08
H -11.634 16.118 7.123  0.06
H -17.670 17.447 4.449  0.12
H -18.406 16.499 5.765  0.11
H -17.573 18.456 7.291  0.06
H -17.028 19.223 5.852  0.08
H -18.817 18.953 6.212  0.08
C -15.101 15.744 10.938  -0.06
C -14.448 16.717 11.881  -0.34
O -14.037 17.830 11.211  -0.20
P -12.456 17.986 10.772  0.52
O -11.693 16.713 10.711  -0.24
O -12.671 18.760 9.348  -0.19
C -11.581 18.927 8.436  -0.26
C -11.323 20.425 8.271  -0.06
O -11.845 19.057 11.822  -0.21
C -11.594 18.791 13.237  -0.24
C -10.179 18.335 13.502  -0.06
H -15.686 16.275 10.187  0.08
H -14.391 15.110 10.407  0.07
H -15.697 15.004 11.474  0.08
H -15.225 17.032 12.577  0.12
H -13.607 16.368 12.481  0.11
H -10.679 18.384 8.719  0.12
H -11.868 18.508 7.472  0.10
H -10.503 20.639 7.585  0.08
H -12.232 20.850 7.845  0.05
H -11.125 20.988 9.183  0.06
H -11.835 19.633 13.887  0.11
H -12.278 17.986 13.505  0.10
H -9.872 17.493 12.882  0.08
H -9.561 19.219 13.350  0.07
H -10.040 18.080 14.553  0.08
C -13.941 22.258 11.898  -0.04
C -12.551 22.274 12.551  -0.28
O -12.030 23.568 12.283  -0.20
P -10.453 23.918 12.566  0.48
O -10.084 25.335 12.247  -0.25
O -10.112 23.385 14.022  -0.20
C -8.844 23.688 14.671  -0.21
C -8.074 22.360 14.760  -0.07
O -9.639 22.874 11.615  -0.22
C -9.303 23.229 10.253  -0.24
C -7.981 24.076 10.150  -0.06
H -14.476 23.140 12.251  0.08
H -13.759 22.316 10.825  0.07
H -14.451 21.329 12.157  0.07
H -12.634 22.276 13.638  0.11
H -11.812 21.534 12.243  0.09
H -8.373 24.479 14.088  0.11
H -9.071 24.023 15.682  0.12
H -7.220 22.439 15.433  0.07
H -8.730 21.542 15.057  0.07
H -7.626 22.054 13.815  0.07
H -9.112 22.230 9.861  0.10
H -10.158 23.614 9.697  0.12
H -7.543 24.156 9.155  0.07
H -8.093 25.084 10.550  0.06
H -7.208 23.660 10.797  0.07

- E_LUMO (eV) = 0.556
- SMILES string = CCOP(=O)(OCC)OCC.CCOP(=O)(OCC)OCC.CCOP(=O)(OCC)OCC.ClCCCl.ClCCCl
- HOMO (eV) = -10.36


5.
This record from the Open Molecules 2025 dataset describes a structure of composition C14H25CrN3O7P2S. The level of theory is the ωB97M-V functional and the def2-TZVPD basis.

Each line ends with the Mulliken spin population.
Cartesian coordinates (Å):
Cr -0.119 1.140 -0.420  4.12
C -4.168 0.624 -1.965  0.00
C -3.255 -0.520 -1.522  0.00
O -3.884 -1.796 -1.583  0.00
P -2.716 -0.244 0.200  0.03
O -4.086 -0.342 1.013  0.00
O -1.926 -1.522 0.682  0.00
O -2.009 1.050 0.475  -0.01
P -1.775 -0.562 -2.645  0.00
O -0.957 -1.843 -2.019  0.01
O -2.177 -0.865 -4.025  0.00
O -1.003 0.694 -2.284  0.04
H -5.053 0.687 -1.329  0.00
H -4.473 0.444 -2.996  0.00
H -3.640 1.576 -1.920  0.00
H -4.782 -1.713 -1.242  0.00
H -4.021 0.070 1.887  0.00
H -1.199 -1.771 0.076  0.00
H -1.189 -2.599 -2.577  0.00
C 2.213 0.721 -2.408  0.06
N 1.714 1.671 -1.396  -0.23
C 1.365 2.941 -2.076  0.02
C 2.743 1.936 -0.356  0.02
C 2.097 2.515 0.883  -0.04
C 2.829 3.290 1.774  -0.01
C 2.224 3.769 2.930  0.03
C 0.886 3.474 3.174  -0.02
C 0.166 2.703 2.266  -0.02
C 0.745 2.194 1.096  -0.08
H 3.099 1.128 -2.910  0.00
H 1.433 0.543 -3.145  0.00
H 2.472 -0.224 -1.933  0.00
H 2.235 3.332 -2.614  0.01
H 1.046 3.675 -1.337  0.00
H 0.556 2.762 -2.783  0.01
H 3.517 2.593 -0.768  0.00
H 3.217 0.983 -0.115  0.00
H 3.872 3.524 1.571  0.00
H 2.788 4.376 3.630  0.00
H 0.405 3.854 4.070  0.00
H -0.880 2.493 2.473  0.01
S 1.530 -1.154 0.620  0.02
C 1.155 -2.655 1.231  0.01
N 1.361 -3.074 2.492  0.01
C 1.140 -4.509 2.665  0.00
C 0.477 -4.903 1.325  0.00
N 0.553 -3.658 0.562  0.00
H 1.948 -2.526 3.097  0.00
H 0.490 -4.708 3.513  0.00
H 2.080 -5.038 2.821  0.00
H -0.555 -5.220 1.458  0.00
H 1.022 -5.703 0.828  0.00
H 0.492 -3.612 -0.441  0.00

- E_LUMO (alpha / beta) (eV) = 0.203 / 0.197
- HOMO (alpha / beta) (eV) = -7.42 / -8.08
- spin multiplicity = 5


6.
This record from the Open Molecules 2025 dataset describes a structure of composition C14H23N2PSeZn in a non-equilibrium geometry. The level of theory is the ωB97M-V functional and the def2-TZVPD basis.

Each line ends with the natural charge from an NBO analysis.
Cartesian coordinates (Å):
C -2.140 -0.254 -4.201  -0.24
C -1.365 0.864 -3.919  -0.21
C -0.546 0.939 -2.760  -0.04
C -0.391 -0.239 -1.969  -0.64
C -1.420 -1.207 -2.086  -0.01
C -2.214 -1.270 -3.255  -0.25
C 0.228 2.215 -2.613  -0.45
C -0.034 3.323 -1.518  -0.18
N -1.005 3.251 -0.473  -0.47
Zn 1.190 -1.194 -1.121  0.83
C -1.631 -2.306 -1.047  -0.77
P -1.808 -1.887 0.714  1.28
H -1.362 1.699 -4.627  0.21
H -2.857 -2.146 -3.406  0.20
H -2.692 -0.334 -5.146  0.21
H -0.807 -3.043 -1.110  0.26
H -2.573 -2.827 -1.295  0.25
H 1.297 1.976 -2.544  0.22
H 0.113 2.772 -3.555  0.21
H 0.931 3.491 -1.013  0.20
C -2.194 -3.440 1.534  -0.96
C -3.174 -0.730 0.874  -0.97
H -0.262 4.259 -2.065  0.16
C -2.373 2.901 -0.686  -0.39
C -0.553 3.476 0.871  -0.38
H -0.716 -1.291 1.436  -0.05
H -2.992 3.811 -0.773  0.17
H -2.499 2.306 -1.600  0.21
H -2.748 2.331 0.176  0.17
H -0.692 4.530 1.163  0.17
H -1.108 2.849 1.583  0.18
H 0.522 3.249 0.940  0.20
H -4.107 -1.280 1.067  0.25
H -2.968 -0.049 1.713  0.26
H -3.267 -0.136 -0.045  0.29
H -3.150 -3.835 1.154  0.26
H -1.385 -4.159 1.339  0.27
H -2.259 -3.270 2.617  0.26
H 0.403 -1.214 1.337  0.26
Se 3.845 -0.347 2.315  -0.05
C 2.419 -0.894 1.543  0.06
N 1.376 -1.173 0.928  -0.96

- E_LUMO (alpha / beta) (eV) = -0.187 / -0.018
- HOMO (alpha / beta) (eV) = -4.76 / -5.57


| no. | total energy (eV) |
| --- | --- |
| 1 | -17156.1724 |
| 2 | -31992.1056 |
| 3 | -7482.3066 |
| 4 | -126207.6646 |
| 5 | -91568.0027 |
| 6 | -140917.0863 |